Record 1
100
Properties=species:S:1:pos:R:3 method="wB97M-V/def2-TZVPD" mol_weight_g_mol=606.0 gap_ev="8.3295 / 9.4413" lumo_ha="0.0088 / 0.0088" multiplicity=3 max_force_ev_per_a=1.3 energy_ha=-2360.27755
C 0.732 -0.737 -2.545
C -0.585 -1.401 -2.106
C -0.600 -2.923 -2.197
C 0.399 -3.630 -1.262
C 1.724 -4.011 -1.917
C 2.696 -4.668 -0.928
C 3.863 -3.750 -0.546
C 4.673 -4.247 0.654
C 5.711 -5.313 0.272
Si 6.836 -5.796 1.680
O 6.827 -4.552 2.808
Si 8.139 -4.135 3.695
C 9.415 -3.208 2.577
O 9.978 -3.858 1.720
N 9.685 -1.814 2.647
C 8.934 -0.958 3.444
O 8.248 -0.056 3.087
F 9.137 -1.241 4.727
H 1.236 -1.319 -3.318
H 1.403 -0.605 -1.697
H 0.514 0.238 -2.968
H -1.383 -1.009 -2.739
H -0.806 -1.093 -1.083
H -1.605 -3.263 -1.934
H -0.418 -3.224 -3.232
H 0.611 -2.971 -0.414
H -0.070 -4.532 -0.864
H 1.526 -4.661 -2.771
H 2.190 -3.101 -2.299
H 3.084 -5.609 -1.326
H 2.175 -4.918 0.001
H 4.524 -3.620 -1.406
H 3.436 -2.773 -0.301
H 3.983 -4.679 1.385
H 5.153 -3.404 1.150
H 6.316 -4.973 -0.571
H 5.178 -6.206 -0.067
H 6.382 -7.027 2.363
H 8.220 -6.025 1.221
H 8.806 -5.315 4.269
H 7.692 -3.255 4.786
H 9.781 -1.405 1.723
C -2.676 4.688 -5.330
C -2.453 3.282 -4.724
C -3.742 2.749 -4.092
C -4.110 3.418 -2.769
C -2.932 3.369 -1.798
C -1.653 3.964 -2.381
N -1.367 3.307 -3.695
O -0.806 2.157 -3.536
C -1.782 5.489 -2.523
C -0.484 3.701 -1.442
C -2.025 2.351 -5.850
H -1.805 5.325 -5.187
H -2.841 4.614 -6.404
H -3.542 5.198 -4.907
H -3.624 1.674 -3.917
H -4.552 2.863 -4.816
H -4.432 4.450 -2.932
H -4.964 2.899 -2.330
H -3.175 3.900 -0.875
H -2.745 2.329 -1.514
H -0.906 5.904 -3.023
H -1.842 5.933 -1.529
H -2.668 5.807 -3.066
H -0.381 2.645 -1.204
H -0.653 4.243 -0.512
H 0.453 4.048 -1.879
H -1.073 2.667 -6.279
H -2.784 2.381 -6.632
H -1.921 1.322 -5.514
C -3.199 -0.730 4.110
C -2.559 0.473 3.376
C -2.284 1.622 4.350
C -3.538 2.369 4.798
C -4.351 2.830 3.591
C -4.696 1.688 2.635
N -3.442 0.958 2.267
O -2.782 1.564 1.340
C -5.732 0.751 3.274
C -5.320 2.240 1.360
C -1.244 0.002 2.768
H -3.947 -1.221 3.491
H -2.440 -1.477 4.339
H -3.667 -0.450 5.053
H -1.605 2.333 3.869
H -1.753 1.217 5.214
H -4.148 1.741 5.453
H -3.248 3.235 5.394
H -5.280 3.306 3.914
H -3.780 3.588 3.045
H -5.912 -0.115 2.636
H -6.675 1.286 3.387
H -5.451 0.394 4.261
H -4.690 2.991 0.890
H -6.276 2.702 1.607
H -5.499 1.443 0.637
H -1.414 -0.773 2.020
H -0.625 -0.413 3.563
H -0.697 0.815 2.297

Record 2
39
Properties=species:S:1:pos:R:3 method="wB97M-V/def2-TZVPD" mol_weight_g_mol=290.3 de_lowest_kj_mol=0.00 smiles="CCOC(=O)CCC(=O)c1c(C)oc2ccc(OC)cc12" gap_ev=9.1640 lumo_ha=0.0291 max_force_ev_per_a=1.1 energy_ha=-996.70402
C 5.961 0.224 1.382
C 4.907 -0.123 0.348
H 5.258 0.089 -0.668
H 4.630 -1.182 0.398
O 3.743 0.668 0.606
C 2.736 0.545 -0.258
O 2.765 -0.170 -1.225
C 1.555 1.398 0.156
C 0.738 1.832 -1.063
C -0.632 2.324 -0.646
O -0.919 3.504 -0.704
C -1.581 1.331 -0.156
C -2.815 1.681 0.356
O -3.525 0.610 0.744
C -2.765 -0.489 0.482
C -3.111 -1.804 0.718
C -2.197 -2.782 0.377
C -0.964 -2.440 -0.191
C -0.623 -1.111 -0.425
C -1.528 -0.113 -0.084
H 0.338 -0.918 -0.870
O -0.014 -3.347 -0.551
C -0.278 -4.718 -0.382
H 0.606 -5.233 -0.753
H -1.150 -5.035 -0.963
H -0.429 -4.974 0.672
H -2.452 -3.814 0.555
H -4.065 -2.056 1.152
C -3.430 3.016 0.528
H -4.375 2.920 1.056
H -3.594 3.476 -0.445
H -2.754 3.671 1.074
H 0.638 0.992 -1.751
H 1.250 2.646 -1.579
H 1.914 2.257 0.723
H 0.941 0.786 0.822
H 6.853 -0.370 1.207
H 6.216 1.278 1.319
H 5.587 0.017 2.381

Record 3
79
Properties=species:S:1:pos:R:3 method="wB97M-V/def2-TZVPD" mol_weight_g_mol=613.6 de_lowest_kj_mol=284.65 gap_ev="6.2540 / 7.8435" lumo_ha="-0.1435 / -0.1064" multiplicity=5 max_force_ev_per_a=3.2 energy_ha=-2695.30128 charge=+1
Cr 0.162 -0.818 -1.314
C -0.638 -1.595 1.089
C 0.715 -1.559 1.592
C 1.516 -2.001 0.521
C 0.671 -2.785 -0.380
C -0.705 -2.459 -0.037
C -1.981 -3.089 -0.542
C -3.080 -2.041 -0.472
C -2.393 -4.186 0.466
C -1.847 -3.648 -1.962
C 3.000 -1.763 0.241
C 3.740 -0.921 1.323
C 3.118 -0.940 -1.054
C 3.759 -3.058 -0.021
C 0.938 -1.406 3.075
C -0.446 -1.481 3.785
C 1.788 -2.657 3.595
C 1.560 -0.062 3.463
H -1.531 -1.139 1.502
H 0.982 -3.571 -1.073
H -3.364 -1.851 0.584
H -3.976 -2.335 -1.017
H -2.702 -1.086 -0.877
H -2.411 -3.700 1.484
H -1.693 -5.021 0.511
H -3.395 -4.593 0.221
H -1.497 -2.905 -2.705
H -2.795 -4.050 -2.358
H -1.100 -4.506 -2.033
H 3.207 0.028 1.549
H 4.740 -0.599 0.881
H 3.996 -1.474 2.227
H 2.590 0.032 -0.958
H 2.726 -1.494 -1.973
H 4.168 -0.671 -1.269
H 3.535 -3.866 0.728
H 4.849 -2.930 0.051
H 3.570 -3.551 -1.028
H -1.053 -2.342 3.472
H -1.109 -0.599 3.563
H -0.387 -1.485 4.872
H 1.268 -3.555 3.276
H 1.815 -2.610 4.695
H 2.786 -2.698 3.179
H 1.534 0.687 2.653
H 2.640 -0.144 3.778
H 1.024 0.381 4.341
C 2.578 4.175 0.185
O 2.080 3.396 -0.921
C 1.408 4.145 -1.946
C 0.248 5.055 -1.533
O -0.909 4.336 -1.057
C -1.771 5.075 -0.190
C -2.998 4.260 0.059
O -2.653 2.953 0.423
C -3.707 2.213 1.032
H 3.220 5.018 -0.158
H 1.744 4.529 0.808
H 3.165 3.422 0.761
H 2.122 4.782 -2.463
H 1.017 3.338 -2.603
H 0.521 5.822 -0.776
H -0.055 5.639 -2.411
H -1.287 5.267 0.781
H -2.047 6.058 -0.645
H -3.555 4.790 0.861
H -3.687 4.229 -0.783
H -4.509 2.089 0.311
H -3.273 1.217 1.300
H -4.102 2.736 1.916
I -1.988 -0.862 -6.463
C -1.414 0.002 -4.672
C -2.232 0.770 -3.798
N -1.552 1.084 -2.697
N -0.272 0.445 -2.764
C -0.203 -0.144 -3.957
H -3.227 1.181 -4.001
H -1.679 1.758 -1.937
H 0.726 -0.659 -4.305

Record 4
15
Properties=species:S:1:pos:R:3 method="wB97M-V/def2-TZVPD" mol_weight_g_mol=134.2 de_lowest_kj_mol=219.62 smiles="FC/C(=N/S)[C@@H]1CN1" gap_ev=9.8394 lumo_ha=0.0297 max_force_ev_per_a=2.1 energy_ha=-764.10152
C 0.428 -0.550 -0.159
C -0.674 -1.639 -0.265
C 0.018 0.880 -0.364
C -0.770 1.591 0.663
H 3.815 -0.810 0.176
H -0.272 -2.582 0.148
H -1.059 -1.812 -1.284
H 0.702 1.505 -0.932
H -0.550 2.637 0.856
H -0.981 1.080 1.615
H -2.039 0.553 -0.543
N 1.617 -1.006 0.042
N -1.337 1.297 -0.607
F -1.767 -1.282 0.540
S 2.868 0.140 0.114